{
  "formula": "C46H127N11O12",
  "method": "ωB97M-V/def2-TZVPD",
  "orbital_gap_ha": [0.2982, 0.0924],
  "largest_force_ev_per_a": 4.22,
  "total_charge": 1,
  "multiplicity": 2,
  "species": ["C", "C", "H", "N", "C", "C", "N", "H", "H", "H", "C", "H", "H", "N", "N", "C", "O", "H", "H", "H", "H", "H", "C", "H", "O", "O", "H", "H", "C", "H", "H", "C", "H", "H", "H", "H", "H", "H", "H", "C", "H", "C", "H", "H", "C", "H", "C", "H", "H", "H", "H", "C", "C", "H", "H", "H", "H", "H", "O", "H", "O", "N", "H", "H", "H", "H", "H", "H", "H", "C", "H", "O", "N", "C", "H", "H", "N", "H", "C", "H", "H", "H", "O", "H", "C", "C", "H", "H", "N", "H", "O", "H", "H", "H", "H", "H", "H", "O", "H", "H", "H", "C", "H", "H", "C", "H", "H", "C", "H", "N", "H", "H", "H", "H", "H", "H", "H", "C", "H", "C", "H", "H", "H", "H", "H", "C", "H", "H", "H", "H", "O", "C", "C", "H", "C", "H", "H", "H", "C", "N", "H", "C", "H", "H", "H", "N", "C", "H", "C", "H", "H", "H", "H", "H", "H", "H", "H", "H", "C", "H", "H", "C", "H", "H", "H", "C", "C", "C", "H", "H", "H", "H", "H", "C", "H", "C", "C", "H", "H", "H", "H", "C", "O", "H", "O", "H", "C", "H", "H", "H", "C", "C", "H", "C", "H", "H"],
  "xyz": [[8.796, 17.088, -0.146], [13.703, 16.064, -6.136], [16.352, 8.685, -5.332], [10.094, 14.399, -8.677], [15.212, 10.610, -4.047], [11.805, 19.265, 1.253], [13.106, 21.629, 5.321], [13.682, 18.865, -6.790], [16.058, 20.275, 1.121], [11.470, 21.186, -5.012], [11.072, 11.554, -4.948], [14.462, 11.006, -7.462], [6.071, 16.843, 3.813], [9.035, 16.113, -6.082], [13.502, 22.175, 0.102], [9.325, 13.154, -1.350], [14.777, 11.913, -3.530], [18.249, 21.198, -1.762], [12.794, 14.645, -1.462], [14.488, 9.831, -3.806], [15.150, 19.988, -1.344], [17.760, 19.256, -3.561], [16.110, 18.546, 2.441], [6.397, 18.132, -5.470], [11.661, 25.050, -1.345], [17.846, 14.469, -2.383], [5.584, 17.189, 1.004], [8.883, 20.316, -2.556], [10.615, 13.124, -6.791], [21.155, 16.129, -4.497], [19.704, 21.391, -2.670], [11.693, 22.096, -1.585], [10.320, 11.295, -1.254], [11.234, 11.762, 0.535], [15.802, 19.184, -3.043], [9.694, 17.106, -3.688], [16.107, 10.314, -3.501], [8.100, 16.383, -3.579], [13.598, 21.252, -0.297], [6.662, 17.134, 1.159], [17.895, 15.718, -3.993], [19.945, 15.530, -3.119], [13.972, 12.055, -6.127], [11.234, 17.863, -7.384], [9.296, 19.428, -3.035], [15.067, 23.055, -3.058], [14.092, 18.449, -2.085], [15.131, 11.839, -1.572], [8.889, 16.261, -7.070], [5.258, 15.659, 2.878], [16.878, 20.994, 3.115], [14.318, 11.053, -6.383], [18.318, 20.173, -3.747], [9.619, 13.346, -6.408], [15.460, 19.014, 3.180], [11.633, 24.125, 0.515], [13.053, 20.690, -4.303], [18.491, 18.504, 0.896], [11.711, 20.390, 2.074], [16.259, 13.628, -1.347], [10.943, 11.842, -6.320], [7.024, 18.258, -0.987], [16.445, 11.149, -5.759], [9.382, 16.492, -0.845], [19.965, 19.037, -4.117], [12.429, 17.105, -8.026], [11.223, 21.458, 4.656], [12.155, 21.161, -1.899], [15.005, 8.711, -6.082], [16.793, 19.671, 1.652], [12.352, 23.829, 4.196], [12.011, 19.413, -5.623], [20.421, 16.605, -3.991], [15.532, 10.593, -5.543], [13.195, 24.840, 0.047], [10.148, 11.311, -4.422], [19.382, 19.690, -4.620], [18.272, 19.914, 0.005], [8.644, 17.255, -3.941], [13.477, 18.990, -2.805], [13.875, 16.683, -0.845], [7.465, 18.276, -1.896], [16.469, 21.667, -3.461], [16.263, 15.363, -1.259], [14.547, 16.712, 2.161], [12.808, 22.979, -0.943], [21.761, 15.292, -1.974], [10.099, 18.971, -2.457], [15.847, 9.262, -5.989], [13.456, 20.695, 5.481], [15.206, 17.818, 1.592], [12.628, 23.064, 2.667], [12.307, 13.300, -9.867], [12.797, 18.837, 1.107], [11.194, 22.582, -2.424], [11.334, 13.848, -6.409], [13.574, 23.168, -1.696], [13.000, 16.329, -2.694], [14.035, 17.072, 3.053], [10.490, 26.146, -0.145], [13.821, 16.350, 1.433], [17.695, 19.151, 0.528], [17.871, 21.301, 1.900], [10.215, 14.572, -9.664], [12.210, 21.571, 4.207], [10.227, 12.348, -8.772], [12.819, 12.414, -8.548], [16.499, 14.526, -1.916], [18.096, 22.052, -4.761], [14.340, 19.473, -1.028], [14.502, 16.336, -6.825], [18.055, 16.522, -2.555], [6.262, 16.449, -5.325], [10.599, 15.096, -8.148], [19.731, 16.759, -4.712], [17.214, 18.562, -0.253], [8.716, 18.123, -5.927], [20.709, 15.499, -1.777], [12.996, 21.200, -5.952], [8.365, 17.218, -5.431], [6.887, 18.080, 1.651], [11.655, 10.644, -4.806], [11.160, 18.484, 1.657], [13.690, 10.891, -1.961], [19.365, 19.861, -1.822], [12.325, 24.291, -0.312], [12.872, 22.032, 0.879], [15.843, 14.500, -2.786], [14.187, 16.062, -5.160], [13.627, 12.648, -1.961], [8.207, 18.529, -3.430], [10.621, 12.341, -1.201], [12.058, 22.971, 3.591], [13.332, 15.044, -6.235], [14.251, 11.791, -2.214], [12.431, 21.671, 6.072], [16.054, 17.591, -2.170], [10.912, 21.968, -0.836], [11.207, 26.263, -0.958], [17.524, 20.549, 2.479], [6.024, 18.236, -1.124], [13.089, 18.560, -5.927], [11.016, 23.129, 3.310], [15.021, 22.401, -4.649], [15.384, 16.044, 2.364], [11.741, 16.995, -7.294], [6.862, 17.211, -5.822], [11.964, 16.949, -5.245], [12.573, 17.137, -6.129], [12.388, 17.484, -1.043], [12.794, 14.083, -8.348], [13.507, 20.700, 2.869], [9.496, 14.230, -1.361], [12.271, 14.431, -3.139], [16.347, 23.610, -4.149], [20.153, 14.587, -3.625], [11.287, 12.680, -1.995], [8.627, 12.724, -0.631], [18.378, 15.593, -3.024], [6.640, 16.964, -6.861], [12.501, 19.452, 3.789], [6.257, 15.974, 3.183], [16.849, 20.823, -5.224], [14.691, 18.993, -0.212], [10.028, 16.179, -5.914], [12.418, 20.678, -5.189], [18.933, 20.663, -2.421], [10.755, 13.183, -8.313], [15.235, 17.644, -3.646], [8.907, 12.984, -2.343], [18.968, 19.046, -5.279], [10.674, 26.688, -1.808], [7.014, 16.152, -0.775], [13.290, 17.219, -1.593], [13.491, 10.347, -6.299], [12.532, 20.403, 3.255], [12.200, 13.280, -8.783], [13.722, 18.561, -5.039], [9.804, 19.768, -3.938], [11.233, 15.391, -2.049], [11.376, 19.565, 0.297], [15.711, 22.765, -3.887], [7.149, 16.218, 2.102], [20.711, 16.434, -1.216], [11.249, 12.582, 0.036], [6.614, 15.239, 3.904], [12.259, 15.112, -2.288], [11.654, 12.334, -4.458], [9.260, 18.073, -0.192], [9.175, 16.690, 0.796], [17.459, 21.236, -4.421], [15.376, 18.228, -2.737], [20.360, 14.683, -1.144], [7.338, 17.054, -0.256], [16.787, 17.920, 3.021], [12.080, 26.821, -0.618]],
  "forces_ev_per_angstrom": [[3.6, -0.9, 0.7], [-0.2, 1.1, 0.9], [0.7, 0.4, 0.3], [-1.0, 0.7, 0.0], [0.2, 1.0, 0.6], [-0.6, -0.3, 0.1], [0.6, -0.8, 1.0], [0.0, 0.4, -0.3], [-0.9, -0.3, 0.0], [0.3, 0.5, 0.2], [0.5, 0.2, -0.2], [0.7, 0.3, 0.0], [0.3, 0.6, -0.2], [-0.3, -0.5, 0.7], [-0.2, 0.8, -0.3], [0.3, -0.8, -0.5], [-0.8, -1.5, -0.8], [-0.3, -0.1, -0.3], [-0.3, 0.0, 0.2], [-0.5, 0.1, -0.2], [0.1, 0.4, -0.1], [-0.9, 0.4, 0.5], [-1.3, 0.5, 0.0], [0.0, 0.3, -0.6], [1.0, -3.1, -0.5], [0.1, -0.5, 1.1], [-0.4, -0.8, 0.2], [-0.2, -0.3, 0.2], [0.2, -0.7, 0.7], [0.6, 0.6, -0.3], [0.3, -0.1, 0.0], [0.2, 1.3, 0.3], [0.4, -0.1, -0.5], [0.1, 0.1, 0.2], [0.2, -0.1, 0.2], [0.2, 0.0, -0.2], [0.3, 0.0, 0.1], [-0.4, 0.2, 0.9], [0.4, -0.4, 0.0], [-0.1, 1.1, 0.7], [0.3, -0.4, -0.8], [-1.4, -0.5, 0.5], [0.0, -0.1, 0.1], [-0.7, 0.2, 0.0], [-0.1, -0.1, -1.1], [0.2, 0.1, 0.1], [-1.5, 1.3, 0.8], [-0.1, -0.2, 0.6], [0.2, -0.5, -0.2], [0.1, -0.2, -0.5], [0.0, 0.2, 0.4], [0.2, 0.1, -0.1], [0.2, -0.9, 1.0], [-0.2, 0.5, -0.5], [0.0, 0.3, 0.5], [-0.1, -0.2, 0.2], [-0.1, -0.4, 0.4], [0.0, -0.2, 0.5], [-0.2, 0.8, 1.1], [0.5, -0.1, -0.1], [0.5, -1.6, -0.3], [-2.6, -3.3, 0.3], [-0.3, 0.6, 0.2], [-0.5, -0.1, -0.5], [0.4, 0.2, 0.6], [0.0, -0.4, -0.9], [-0.5, -0.8, -0.4], [-0.2, -0.2, 0.1], [-0.5, 0.1, -0.4], [-0.4, -1.1, -2.3], [0.1, -0.5, 0.5], [-0.2, -0.6, -0.4], [0.2, -0.2, 0.0], [-0.9, 0.4, -0.3], [0.1, 0.1, 0.2], [-0.5, 0.6, -0.1], [0.4, 0.3, -0.7], [-0.5, 0.5, 0.2], [0.1, 0.0, -1.1], [-0.5, -0.2, -0.2], [0.5, -0.2, 0.1], [1.7, 1.3, -1.8], [1.1, -0.3, 0.4], [0.3, 0.4, -0.1], [1.1, 1.0, 0.2], [-0.2, -1.0, 0.7], [0.1, 0.0, -0.2], [-0.4, -0.4, 0.4], [-0.2, -1.5, -0.1], [0.6, -0.3, 0.0], [0.6, 1.1, -1.2], [0.2, 0.0, -0.1], [-0.4, 0.4, -0.1], [0.3, 0.4, 0.1], [0.2, 0.1, -0.2], [0.1, 0.4, 0.4], [-0.2, 0.4, -0.1], [-0.6, -0.4, 0.7], [-0.2, -0.5, 0.4], [-0.2, 0.3, 0.4], [0.2, -0.2, 0.1], [0.9, -0.7, 0.0], [0.3, 0.1, 0.0], [0.1, 0.2, -0.1], [-2.2, 0.8, -0.6], [0.2, -0.2, 0.1], [-0.2, -0.5, 0.4], [0.3, -0.2, -0.8], [-0.1, 0.2, -0.1], [-0.7, -0.9, 0.2], [-0.2, -0.3, -0.5], [0.2, 0.3, 0.8], [0.4, -0.5, 0.5], [0.0, 0.8, -0.3], [-0.3, 0.1, -0.2], [-0.5, 0.1, 0.1], [0.3, 0.7, 0.6], [-0.1, -0.1, -0.4], [-0.1, 0.2, -0.3], [-0.6, 0.5, -1.8], [0.2, 0.8, -0.7], [0.2, -0.1, -0.5], [-0.1, -0.4, 0.1], [0.0, -0.3, -0.5], [0.1, -0.1, -0.3], [-0.1, 0.1, -1.7], [-0.3, 0.0, 0.2], [-0.4, 0.3, 0.0], [0.0, 0.2, 0.2], [0.0, 0.1, -0.3], [0.3, -0.1, 1.6], [-1.0, 0.8, -0.4], [0.0, -0.1, -1.4], [-0.1, 0.2, -0.6], [1.1, 0.6, 0.2], [0.5, 0.6, 0.8], [0.2, 0.4, 0.4], [0.0, -0.5, 0.2], [-0.4, 0.8, 0.6], [0.8, 0.6, 1.4], [-0.8, 1.3, 0.2], [0.4, -0.9, 0.9], [-0.1, 0.0, -0.1], [0.1, 0.6, -0.7], [-0.7, -0.9, 0.4], [0.4, 0.3, -0.8], [-0.2, -0.4, 1.4], [-0.1, -0.1, 0.3], [0.6, -0.7, 1.3], [-0.4, 0.4, -0.3], [-0.5, 0.5, 0.0], [0.8, -0.8, 0.3], [-0.1, 0.0, 0.8], [0.0, 0.2, -0.1], [-0.2, 0.0, -0.4], [-0.1, -0.4, 0.2], [0.2, -0.6, -0.1], [-0.3, 0.8, 0.2], [0.2, 0.7, 0.3], [0.5, 0.7, -0.2], [0.1, -0.1, 0.0], [-0.8, 0.3, 0.7], [0.5, -0.1, -0.6], [0.0, -0.2, 0.5], [0.2, -0.1, -0.2], [-0.4, 0.5, -0.4], [-0.1, 0.5, -0.4], [0.2, -0.2, 0.3], [0.0, -0.1, -0.4], [0.0, -0.4, -0.2], [-0.3, 0.2, -0.6], [0.3, 0.4, 0.1], [-0.6, -0.1, -0.4], [0.7, -0.4, -0.3], [-0.2, 0.0, 0.7], [0.1, 1.6, -1.0], [1.2, -1.5, 0.0], [0.5, -0.1, 0.0], [-0.1, 0.0, -0.3], [0.0, -0.1, 0.3], [0.2, 0.0, -0.2], [-0.5, -0.5, 0.5], [-0.4, -1.3, -0.6], [-0.4, 0.1, -0.1], [0.2, 0.1, 0.5], [0.6, -0.2, -0.7], [1.3, 1.7, -0.6], [-0.2, 0.3, 0.4], [-0.5, 0.3, 0.0], [-0.4, -0.1, 0.3], [-0.9, -0.4, 1.0], [1.0, -1.8, -1.7], [-0.2, 0.1, 0.0], [0.8, 1.6, 1.9], [0.4, -0.3, -0.4], [-0.3, 0.9, 0.0]],
  "lowdin_spin": [0.012, 0.000, 0.000, 0.000, 0.000, 0.000, 0.000, 0.000, 0.000, 0.000, 0.000, 0.000, 0.000, 0.001, 0.000, 0.000, 0.000, 0.000, 0.000, 0.000, 0.000, 0.000, 0.000, 0.000, 0.000, 0.000, 0.000, 0.001, 0.000, 0.000, 0.000, 0.000, 0.000, 0.000, 0.000, 0.000, 0.000, 0.001, 0.000, 0.033, 0.000, 0.000, 0.000, 0.000, 0.009, 0.000, 0.000, 0.000, 0.000, 0.000, 0.000, 0.000, 0.000, 0.000, 0.000, 0.000, 0.000, 0.000, 0.000, 0.000, 0.000, 0.654, 0.000, 0.001, 0.000, 0.000, 0.000, 0.000, 0.000, 0.000, 0.000, 0.000, 0.000, 0.000, 0.000, 0.000, 0.000, 0.000, 0.001, 0.000, 0.000, 0.022, 0.000, 0.000, 0.000, 0.000, 0.000, 0.001, 0.000, 0.000, 0.000, 0.000, 0.000, 0.000, 0.000, 0.000, 0.000, 0.000, 0.000, 0.000, 0.000, 0.000, 0.000, 0.000, 0.000, 0.000, 0.000, 0.000, 0.000, 0.000, 0.000, 0.000, 0.000, 0.000, 0.000, 0.000, 0.000, 0.000, 0.000, 0.003, 0.001, 0.000, 0.000, 0.000, 0.000, 0.000, 0.000, 0.000, 0.000, 0.000, 0.071, 0.000, 0.000, 0.000, 0.000, 0.000, 0.000, 0.000, 0.000, 0.000, 0.019, 0.000, 0.000, 0.000, 0.000, 0.000, 0.000, 0.000, 0.000, 0.000, 0.000, 0.000, 0.000, 0.000, 0.000, 0.000, 0.000, 0.000, 0.000, 0.000, 0.000, 0.002, 0.000, 0.000, 0.000, 0.000, 0.000, 0.000, 0.000, 0.000, 0.000, 0.000, 0.052, 0.000, 0.000, 0.000, 0.000, 0.000, 0.006, 0.000, 0.000, 0.000, 0.003, 0.000, 0.000, 0.000, 0.000, 0.000, 0.001, 0.003, 0.000, 0.000, 0.000, 0.103, 0.000, 0.000]
}